{
  "formula": "C6H17O3PS2",
  "method": "ωB97M-V/def2-TZVPD",
  "elements": ["C", "C", "C", "C", "C", "C", "O", "O", "O", "P", "S", "S", "H", "H", "H", "H", "H", "H", "H", "H", "H", "H", "H", "H", "H", "H", "H", "H", "H"],
  "positions_angstrom": [[2.0976, 0.0351, -2.0524], [0.6196, 2.2083, -1.7336], [-2.1589, -0.9316, -0.9510], [-0.7344, -2.3863, 0.6208], [0.8115, 0.6740, -1.7898], [-0.7163, -1.4356, -0.5411], [-0.3959, 0.9176, 0.5906], [-1.6882, 0.9607, 2.7753], [1.3943, -0.2251, 2.5970], [-1.5871, 1.6777, 4.2002], [0.1571, 2.4682, 4.4098], [0.4071, -0.0365, -0.0790], [2.2176, -0.0663, -3.1772], [3.0361, 0.6794, -1.8286], [2.2272, -1.0664, -1.6259], [1.4320, 2.6861, -1.0991], [-0.3852, 2.3796, -1.2629], [0.6273, 2.5524, -2.8169], [-2.8156, -1.7084, -1.1599], [-2.5521, -0.2686, -0.0752], [-2.1031, -0.1953, -1.8460], [-0.7084, -1.7989, 1.5032], [0.0836, -3.0625, 0.6643], [-1.6078, -2.9132, 0.6219], [0.0516, 0.4133, -2.4575], [-0.2411, -1.8193, -1.3484], [-1.0363, 1.0045, 2.0788], [1.8389, -1.1070, 2.5464], [1.7289, 0.3641, 3.2358]],
  "atomic_forces_ev_per_a": [[3.608, -1.220, -2.268], [0.774, -0.176, 0.060], [2.179, 4.044, 1.119], [1.261, 1.448, -0.185], [-1.126, 0.994, 2.648], [-1.996, 2.037, 0.970], [-2.894, 3.510, 2.352], [-1.905, 0.051, 2.068], [-0.702, -2.273, -1.736], [0.706, -0.185, -0.831], [-0.292, -0.022, 0.154], [2.315, -2.888, -2.831], [-0.132, -0.195, 1.077], [-1.632, -1.126, 0.367], [-0.278, 2.397, -0.675], [-1.047, -0.281, -0.934], [0.998, 0.126, -0.508], [0.092, 0.009, 1.473], [-1.101, -1.468, -0.340], [0.490, -1.328, -1.451], [-0.077, -1.366, 1.323], [-0.104, 0.441, 1.223], [0.852, -0.549, -0.189], [-2.390, -1.606, 0.048], [-1.117, -1.215, -1.079], [1.390, -1.507, -2.727], [1.395, 0.112, -1.139], [-0.215, 1.602, 0.611], [0.949, 0.634, 1.399]],
  "homo_energy_ev": -8.776,
  "energy_ha": -1602.2122,
  "gap_ha": 0.31966,
  "lumo_ev": -0.0780,
  "multiplicity": 1
}

---

{
  "formula": "C21H24N2O6",
  "method": "ωB97M-V/def2-TZVPD",
  "elements": ["C", "C", "C", "O", "C", "C", "C", "C", "O", "C", "C", "O", "C", "O", "O", "C", "O", "H", "H", "H", "H", "H", "H", "H", "H", "H", "H", "H", "H", "H", "H", "C", "C", "C", "N", "C", "C", "H", "H", "H", "H", "H", "C", "C", "C", "N", "C", "C", "H", "H", "H", "H", "H"],
  "positions_angstrom": [[-1.0493, -1.4557, -2.7188], [-0.7995, -0.1603, -1.9485], [0.6846, 0.1861, -1.7432], [1.5868, -0.7621, -2.2467], [1.7793, -1.8707, -1.3979], [3.2031, -2.0328, -1.0214], [3.7530, -1.8586, 0.1734], [3.1396, -1.4395, 1.4653], [4.0139, -0.6021, 2.2071], [3.6618, 0.7045, 2.3814], [3.0359, 1.4576, 1.2420], [3.9584, 1.2591, 3.4200], [5.2011, -2.2190, 0.1033], [6.0614, -2.1806, 0.9398], [5.4357, -2.6366, -1.2002], [4.2982, -2.4831, -1.9388], [4.2426, -2.6788, -3.1236], [-0.3046, -1.6411, -3.4761], [-0.9947, -2.2943, -2.0321], [-2.0449, -1.4769, -3.1295], [-1.3329, 0.6332, -2.4485], [-1.2501, -0.2748, -0.9711], [0.8998, 1.1366, -2.2087], [0.8498, 0.3430, -0.6810], [1.4708, -2.7643, -1.9318], [1.1704, -1.7942, -0.5062], [2.1641, -1.0034, 1.3150], [2.9930, -2.3373, 2.0540], [3.7442, 1.6292, 0.4436], [2.6896, 2.3942, 1.6410], [2.1900, 0.9406, 0.8130], [-4.4127, -1.9258, 2.8607], [-3.3734, -2.8123, 3.0919], [-2.1337, -2.5335, 2.5382], [-1.8832, -1.4592, 1.7921], [-2.8950, -0.6184, 1.5812], [-4.1710, -0.8021, 2.0883], [-5.3953, -2.1083, 3.2757], [-3.5187, -3.7020, 3.6884], [-1.2941, -3.2011, 2.6970], [-2.6707, 0.2446, 0.9689], [-4.9512, -0.0833, 1.8810], [-1.9364, 5.0469, -0.7566], [-3.1366, 5.0146, -1.4467], [-3.7826, 3.7956, -1.5883], [-3.3125, 2.6507, -1.0993], [-2.1573, 2.6995, -0.4411], [-1.4330, 3.8641, -0.2405], [-1.4017, 5.9783, -0.6233], [-3.5651, 5.9136, -1.8670], [-4.7253, 3.7265, -2.1194], [-1.8021, 1.7506, -0.0612], [-0.4994, 3.8431, 0.3051]],
  "atomic_forces_ev_per_a": [[0.206, -0.186, 0.650], [-0.071, -0.575, -0.109], [-0.639, 0.403, 0.071], [0.474, 0.058, -0.060], [-0.090, -0.163, -0.628], [0.512, 0.075, 0.271], [0.169, 0.240, 0.415], [0.362, -0.389, -0.182], [-0.493, 0.360, 0.189], [0.788, 0.882, 1.384], [-0.337, -0.324, 0.138], [-0.283, -0.846, -1.256], [0.794, 0.039, 0.577], [-1.061, -0.217, -1.103], [0.647, 0.074, 0.059], [-0.730, -0.080, -1.337], [0.168, 0.055, 1.242], [0.077, 0.121, -0.470], [0.032, -0.280, 0.118], [-0.294, 0.073, -0.311], [0.034, 0.476, -0.110], [-0.278, 0.041, 0.240], [0.277, 0.163, -0.380], [0.183, -0.048, 0.341], [-0.148, -0.285, -0.093], [-0.218, 0.024, 0.297], [-0.268, 0.191, -0.036], [-0.014, -0.180, 0.340], [0.333, -0.011, -0.142], [-0.024, 0.383, 0.052], [-0.200, -0.133, -0.144], [-0.037, -0.014, 0.021], [-0.011, 0.021, -0.008], [0.087, -0.007, -0.021], [-0.012, 0.025, -0.026], [0.080, -0.014, -0.046], [-0.006, -0.048, 0.041], [-0.004, -0.004, 0.003], [0.020, -0.012, 0.004], [-0.030, -0.043, 0.033], [-0.083, 0.042, -0.013], [0.015, 0.019, -0.025], [0.025, 0.048, -0.004], [0.022, -0.012, 0.016], [-0.075, -0.061, -0.028], [0.024, 0.007, 0.015], [-0.059, 0.034, -0.016], [0.011, -0.008, -0.006], [0.002, 0.004, 0.001], [-0.020, -0.002, -0.009], [-0.003, 0.051, -0.015], [0.147, 0.046, 0.045], [0.001, -0.016, 0.013]],
  "homo_energy_ev": -10.109,
  "energy_ha": -1375.5313,
  "gap_ha": 0.33731,
  "e_above_lowest_ev": 2.947,
  "lumo_ev": -0.9301,
  "smiles": "CCCOCC1=C(COC(C)=O)C(=O)OC1=O.c1ccncc1.c1ccncc1",
  "multiplicity": 1
}

---

{
  "formula": "C31H36N3O2",
  "method": "ωB97M-V/def2-TZVPD",
  "elements": ["C", "N", "C", "C", "C", "N", "C", "C", "C", "N", "C", "H", "H", "H", "H", "H", "H", "H", "H", "H", "H", "H", "H", "H", "H", "H", "C", "O", "C", "C", "C", "C", "C", "C", "C", "C", "C", "C", "C", "C", "C", "C", "C", "C", "C", "O", "C", "C", "C", "C", "C", "H", "H", "H", "H", "H", "H", "H", "H", "H", "H", "H", "H", "H", "H", "H", "H", "H", "H", "H", "H", "H"],
  "positions_angstrom": [[-1.4471, -1.8896, 0.5283], [-1.0844, -3.2670, 0.3466], [-2.1269, -4.2471, 0.5533], [-1.7471, -5.4954, -0.1882], [-0.4037, -5.9769, 0.2742], [0.5766, -4.9052, 0.2798], [1.9497, -5.3768, 0.3609], [2.8679, -4.2670, 0.7986], [2.4608, -2.9693, 0.1293], [1.1031, -2.5748, 0.3645], [0.2450, -3.5752, 0.3288], [-0.5565, -1.2636, 0.3864], [-2.2221, -1.6104, -0.1948], [-1.8497, -1.7435, 1.5410], [-2.2574, -4.4409, 1.6326], [-3.0597, -3.8224, 0.1718], [-2.4959, -6.2736, -0.0238], [-1.7049, -5.2938, -1.2584], [-0.4836, -6.3906, 1.2939], [-0.0317, -6.7806, -0.3814], [2.0002, -6.2322, 1.0519], [2.2597, -5.7462, -0.6321], [2.8293, -4.1529, 1.8875], [3.8952, -4.5269, 0.5192], [3.0916, -2.1434, 0.4727], [2.6318, -3.1044, -0.9586], [-3.9678, 2.2312, -5.7420], [-2.5226, 2.3528, -5.6534], [-1.9751, 2.4502, -4.4113], [-0.5801, 2.2327, -4.2813], [-0.0028, 2.1861, -3.0285], [-0.7915, 2.3014, -1.8581], [-0.2209, 2.1913, -0.5184], [0.7840, 1.2160, -0.2911], [1.5830, 1.1570, 0.8370], [2.9221, 0.6639, 0.8749], [3.6279, 0.7414, 2.1055], [4.9097, 0.2223, 2.2184], [5.5327, -0.3753, 1.1092], [4.8516, -0.4518, -0.1170], [3.5745, 0.1033, -0.2546], [-0.7145, 3.0844, 0.5302], [-1.0627, 4.4412, 0.2455], [-1.6465, 5.2477, 1.1959], [-1.7469, 4.7978, 2.5351], [-2.2813, 5.6490, 3.4487], [-2.4197, 5.1851, 4.8148], [-1.3111, 3.4942, 2.8589], [-0.8953, 2.6399, 1.8520], [-2.1848, 2.4834, -2.0108], [-2.7612, 2.6725, -3.2547], [-4.1590, 2.1184, -6.8090], [-4.3263, 1.3442, -5.1951], [-4.4610, 3.1380, -5.3609], [0.0039, 2.0685, -5.1859], [1.0767, 2.0580, -2.9305], [0.9482, 0.4770, -1.0882], [1.2718, 1.6683, 1.7481], [3.1371, 1.2252, 2.9552], [5.4313, 0.2736, 3.1752], [6.5290, -0.8137, 1.1991], [5.3071, -0.9578, -0.9713], [3.0575, 0.0827, -1.2191], [-0.8682, 4.8563, -0.7488], [-2.0144, 6.2452, 0.9613], [-2.8538, 6.0343, 5.3406], [-3.0939, 4.3208, 4.8721], [-1.4434, 4.9292, 5.2455], [-1.3152, 3.1469, 3.8907], [-0.7252, 1.5881, 2.0905], [-2.8205, 2.4292, -1.1233], [-3.8228, 2.9197, -3.3355]],
  "atomic_forces_ev_per_a": [[-0.172, 0.438, 0.095], [-0.194, 0.231, -0.181], [0.237, 0.304, 0.226], [-0.466, -0.481, -0.227], [0.241, -0.232, 0.289], [-0.154, -0.086, -0.151], [0.069, -0.037, -0.345], [0.440, 0.013, 0.401], [0.473, 0.124, -0.273], [-0.840, -1.250, -0.165], [0.932, 0.791, 0.327], [-0.444, -0.254, 0.090], [0.016, 0.003, 0.073], [0.047, 0.167, -0.073], [-0.098, -0.075, -0.168], [0.056, -0.085, 0.054], [0.069, -0.005, -0.044], [-0.084, 0.102, -0.072], [0.021, -0.044, -0.180], [-0.098, 0.207, 0.188], [-0.092, 0.216, -0.118], [-0.101, 0.004, 0.211], [-0.010, 0.031, -0.084], [-0.090, 0.043, 0.157], [0.035, -0.424, -0.119], [0.091, 0.215, 0.159], [0.456, 0.195, 0.015], [-0.017, 0.099, 0.840], [-0.394, -0.216, 0.106], [-0.518, 0.052, -0.185], [-0.107, -0.105, 0.174], [-0.125, -0.032, -0.214], [-0.073, -0.469, 0.452], [-0.301, -0.260, -0.108], [0.189, 0.975, -0.509], [0.692, -0.786, 0.138], [-0.154, -0.130, -0.381], [0.179, 0.002, -0.099], [-0.623, -0.039, -0.080], [-0.234, 0.441, -0.030], [0.194, -0.111, 0.421], [-0.310, 0.363, -0.039], [-0.133, -0.510, -0.292], [0.076, 0.037, 0.694], [-0.070, -0.142, 0.236], [0.371, -0.739, -0.258], [0.040, 0.189, -0.437], [-0.223, 0.277, -0.010], [0.176, -0.008, -0.016], [0.251, 0.517, 0.251], [0.164, -0.475, -0.361], [-0.059, 0.035, 0.201], [0.225, 0.306, -0.139], [0.136, -0.291, -0.216], [-0.114, 0.127, 0.233], [-0.299, 0.030, -0.082], [0.161, 0.591, 0.227], [0.166, 0.074, -0.357], [0.208, -0.274, -0.211], [-0.126, 0.009, -0.313], [-0.328, 0.201, 0.017], [-0.070, 0.277, 0.285], [0.275, -0.128, 0.399], [-0.204, -0.295, 0.302], [0.262, -0.184, 0.029], [0.082, -0.175, 0.007], [0.133, 0.199, -0.082], [-0.200, 0.121, -0.107], [-0.242, 0.001, -0.350], [-0.035, 0.330, -0.031], [0.209, 0.374, -0.263], [0.431, -0.368, 0.073]],
  "homo_energy_ev": -9.739,
  "energy_ha": -1517.3355,
  "gap_ha": 0.18099,
  "e_above_lowest_ev": 1.805,
  "total_charge": 1,
  "lumo_ev": -4.8142,
  "multiplicity": 1
}

---

{
  "formula": "C7H14",
  "method": "ωB97M-V/def2-TZVPD",
  "elements": ["C", "C", "C", "C", "C", "C", "C", "H", "H", "H", "H", "H", "H", "H", "H", "H", "H", "H", "H", "H", "H"],
  "positions_angstrom": [[-1.3066, -1.6721, 0.3536], [-1.2467, -0.2604, 0.9514], [-1.6055, 0.8663, -0.0135], [-0.3209, 1.5528, -0.7195], [0.7073, 0.5255, -1.0895], [1.7427, 0.2933, -0.1526], [2.3485, -0.8648, 0.4160], [-1.2662, -2.4366, 1.1298], [-0.6772, -1.8973, -0.5155], [-2.3469, -1.7239, -0.0160], [-1.8229, -0.2273, 1.8842], [-0.1718, -0.0896, 1.1268], [-2.1926, 0.5947, -0.9022], [-2.2011, 1.6066, 0.5265], [0.1179, 2.3494, -0.0928], [-0.8316, 2.0625, -1.5351], [0.7613, 0.2100, -2.1220], [1.0533, -1.8397, 1.1809], [2.1701, 1.2653, 0.1498], [2.2068, -1.8256, -0.0891], [3.2383, -0.7246, 1.0245]],
  "atomic_forces_ev_per_a": [[-2.043, 0.256, -0.012], [1.527, -0.245, -0.615], [0.746, 0.401, -0.618], [-0.777, 0.501, 0.354], [1.566, 0.461, 1.053], [-1.108, 1.793, -1.283], [-2.323, -2.953, -0.287], [0.403, -0.038, -0.137], [0.269, 0.288, 0.361], [0.266, -0.428, -0.191], [0.200, 0.049, -0.261], [-0.513, 0.093, 0.891], [-0.214, -0.549, 0.545], [0.252, 0.294, -0.228], [-0.095, -0.462, 0.168], [0.601, 0.090, -0.522], [-0.749, -1.446, 0.197], [2.327, 2.175, -0.375], [-0.943, -0.359, 1.367], [1.050, 0.436, -0.568], [-0.443, -0.356, 0.161]],
  "homo_energy_ev": -7.505,
  "energy_ha": -274.8981,
  "gap_ha": 0.25908,
  "e_above_lowest_ev": 5.935,
  "lumo_ev": -0.4551,
  "multiplicity": 1
}

---

{
  "formula": "C30H18BBrF9N4OPRu",
  "method": "ωB97M-V/def2-TZVPD",
  "elements": ["Ru", "F", "C", "C", "F", "C", "F", "C", "P", "C", "C", "C", "C", "C", "C", "C", "C", "C", "C", "C", "C", "C", "Br", "C", "F", "H", "H", "H", "H", "H", "H", "H", "H", "H", "H", "B", "N", "C", "C", "C", "N", "N", "C", "C", "C", "N", "H", "H", "H", "H", "H", "H", "H", "H", "F", "C", "C", "F", "C", "F", "C", "O", "C", "F", "C", "F"],
  "positions_angstrom": [[0.1458, 1.2793, -0.1857], [-2.6224, 0.1109, 6.0543], [-2.1717, -0.1039, 4.8348], [-1.9734, -1.4028, 4.3918], [-2.2405, -2.4146, 5.1973], [-1.5018, -1.6308, 3.1084], [-1.3290, -2.8886, 2.7101], [-1.2109, -0.5800, 2.2510], [-0.6624, -0.7966, 0.5295], [0.6051, -2.0748, 0.5386], [0.7520, -2.9457, -0.5395], [1.8059, -3.8440, -0.5602], [2.7272, -3.8640, 0.4781], [2.6021, -2.9771, 1.5374], [1.5471, -2.0795, 1.5666], [-2.1453, -1.4349, -0.2806], [-2.4240, -2.7979, -0.3705], [-3.6172, -3.2214, -0.9344], [-4.5428, -2.2918, -1.3880], [-4.2823, -0.9331, -1.2721], [-3.0861, -0.5037, -0.7239], [-1.4391, 0.7054, 2.7206], [-1.3044, 2.1929, 1.5684], [-1.9130, 0.9682, 3.9906], [-2.1372, 2.2044, 4.4104], [0.0526, -2.9222, -1.3654], [1.9066, -4.5319, -1.3885], [3.5397, -4.5785, 0.4654], [3.3254, -2.9831, 2.3427], [1.4513, -1.3902, 2.3984], [-1.7224, -3.5284, 0.0093], [-3.8296, -4.2795, -1.0057], [-5.4749, -2.6270, -1.8231], [-5.0117, -0.2066, -1.6040], [-2.8898, 0.5598, -0.6368], [-1.4473, 3.7541, -1.8044], [-0.0296, 4.0975, -1.2703], [0.5607, 5.2910, -1.2692], [1.7492, 5.2069, -0.5510], [1.8119, 3.8886, -0.1377], [0.7406, 3.2218, -0.6037], [-1.4306, 2.3460, -2.4569], [-2.0496, 1.9691, -3.5762], [-1.7841, 0.6285, -3.8155], [-0.9748, 0.2408, -2.7627], [-0.7694, 1.2869, -1.9530], [-2.2399, 3.7505, -0.8782], [-1.7602, 4.5758, -2.6170], [0.0976, 6.1272, -1.7647], [2.4589, 5.9902, -0.3551], [2.5604, 3.3973, 0.4625], [-2.6278, 2.6815, -4.1397], [-2.1201, 0.0240, -4.6384], [-0.5131, -0.7092, -2.5578], [6.3058, -0.3696, 1.2057], [5.1354, -0.1772, 0.6018], [4.1262, 0.4895, 1.2543], [4.3068, 0.9368, 2.4963], [2.9203, 0.6591, 0.6060], [1.8629, 1.2870, 1.2627], [2.6742, 0.2170, -0.6857], [1.4945, 0.4403, -1.2819], [3.7040, -0.4736, -1.3089], [3.4982, -0.9657, -2.5285], [4.9203, -0.6658, -0.6755], [5.8897, -1.3349, -1.2822]],
  "atomic_forces_ev_per_a": [[2.325, -0.023, -1.440], [0.001, -0.003, 0.018], [-0.027, 0.067, 0.036], [-0.007, -0.041, -0.002], [0.021, -0.017, 0.001], [0.078, 0.027, -0.027], [-0.038, 0.045, 0.040], [0.095, 0.027, 0.087], [-0.550, -0.402, -0.078], [0.127, 0.110, 0.027], [0.027, 0.134, -0.056], [0.059, -0.026, -0.014], [-0.011, -0.057, -0.013], [0.044, 0.058, 0.040], [-0.052, -0.039, 0.016], [-0.050, -0.025, 0.077], [0.000, -0.007, 0.039], [-0.028, -0.002, 0.008], [0.011, 0.007, 0.002], [-0.021, -0.006, 0.050], [-0.041, 0.032, 0.092], [-0.189, 0.057, 0.218], [-0.830, 0.847, 0.312], [0.047, -0.365, 0.015], [0.003, -0.007, -0.044], [0.003, -0.024, 0.011], [0.011, 0.009, -0.012], [0.013, 0.024, -0.019], [-0.017, -0.020, 0.006], [-0.001, -0.007, 0.037], [-0.029, -0.001, -0.005], [0.002, -0.003, -0.009], [0.002, -0.003, -0.003], [0.012, -0.001, -0.030], [0.002, -0.039, -0.045], [-0.479, 0.072, 0.392], [0.121, 0.047, -0.398], [0.087, -0.003, 0.079], [-0.033, -0.024, 0.026], [0.042, 0.118, -0.092], [-0.177, -0.157, 0.591], [0.085, -0.052, -0.098], [0.031, -0.062, -0.184], [-0.047, 0.026, -0.045], [0.165, 0.205, -0.095], [-1.070, -0.113, 0.092], [0.170, -0.088, 0.079], [0.033, -0.066, -0.071], [-0.006, -0.017, -0.025], [0.001, 0.011, -0.025], [-0.021, 0.021, -0.094], [0.055, 0.028, -0.020], [-0.002, 0.024, -0.021], [0.013, -0.003, -0.005], [-0.225, 0.032, -0.128], [0.505, -0.186, 0.063], [-0.412, 0.311, 0.507], [-0.100, -0.034, -0.151], [-0.101, 0.178, 0.181], [0.491, -0.336, 0.212], [-0.603, 0.315, 0.265], [0.350, -0.258, 0.176], [0.054, -0.238, -0.416], [0.146, 0.047, 0.134], [0.003, -0.159, -0.240], [-0.069, 0.032, -0.030]],
  "homo_energy_ev": [-11.793, -11.797],
  "energy_ha": -5381.9515,
  "gap_ha": [0.31914, 0.23561],
  "e_above_lowest_ev": 0.848,
  "total_charge": 1,
  "lumo_ev": [-3.1091, -5.3856],
  "multiplicity": 2
}